1.
Here is a single C6H10N2O3S molecule from the Open Molecules 2025 dataset. Energies are from ωB97M-V/def2-TZVPD.

Calculated values
Kohn-Sham gap   0.341 Ha
M   190.22 g/mol
Energy relative to the best compared isomer or geometry (same formula, charge and spin)   51.1 kcal/mol
Highest occupied orbital energy   -8.5 eV
Lowest unoccupied orbital energy   0.76 eV

Geometry (Å):
C -2.496 1.297 -1.118
C -3.128 0.418 -0.100
C -1.184 1.122 -1.138
C -2.228 -0.383 0.462
C 2.149 0.919 -0.267
C 2.203 -0.798 1.438
N -0.765 0.175 -0.208
N 1.746 -0.378 0.131
O -0.017 -2.242 0.077
O 0.594 -1.021 -2.061
O -2.052 -1.167 1.455
S 0.361 -0.990 -0.625
H -3.054 1.753 -1.896
H -4.149 0.324 0.185
H -0.346 1.494 -1.642
H 1.818 1.112 -1.299
H 1.756 1.727 0.324
H 3.216 0.987 -0.352
H 2.813 -1.676 1.435
H 2.711 0.073 1.952
H 1.298 -1.068 2.021
H -1.246 -1.676 1.227

---

2.
Here is a single C6H10N2O5 molecule from the Open Molecules 2025 dataset. Energies are from ωB97M-V/def2-TZVPD.

Calculated values
Kohn-Sham gap   0.346 Ha
M   190.15 g/mol
Energy relative to the best compared isomer or geometry (same formula, charge and spin)   60.9 kcal/mol
Highest occupied orbital energy   -9.2 eV
Lowest unoccupied orbital energy   0.23 eV

Geometry (Å):
C 1.223 1.040 -0.696
C 0.129 -0.166 -0.748
C 2.705 0.881 -0.212
C 2.968 -0.428 0.674
C -2.252 -0.634 -0.503
C -3.278 -0.095 0.324
H 0.973 2.435 0.835
H 0.081 2.870 -0.501
H 1.278 1.239 -1.847
H 3.367 0.957 -1.097
H 2.960 1.683 0.517
H 2.297 -1.617 -0.633
H -1.235 1.227 -0.176
H -1.906 -1.491 0.037
H -2.645 -0.996 -1.490
H -4.183 -1.725 0.131
N 0.611 2.131 -0.134
N -1.130 0.309 -0.606
O 0.534 -1.277 -1.032
O 3.126 -0.430 1.839
O 3.107 -1.561 -0.186
O -3.320 1.046 0.759
O -4.236 -0.934 0.668

---

3.
Here is a single C6H10N2O5 molecule from the Open Molecules 2025 dataset. Energies are from ωB97M-V/def2-TZVPD.

Calculated values
Kohn-Sham gap   0.357 Ha
M   190.15 g/mol
Energy relative to the best compared isomer or geometry (same formula, charge and spin)   58.2 kcal/mol
Highest occupied orbital energy   -9.3 eV
Lowest unoccupied orbital energy   0.39 eV

Geometry (Å):
C 0.103 2.855 0.435
C 0.267 1.458 0.846
C -0.205 -0.778 -0.316
C -1.617 -1.165 -0.060
C 0.679 -1.723 0.599
C 1.647 -2.507 -0.247
H -0.466 3.773 -1.512
H -1.353 2.533 -0.825
H -0.607 3.142 1.265
H 1.044 3.276 0.546
H -0.282 1.226 -1.026
H 0.035 -0.974 -1.403
H -0.094 -2.320 1.162
H 1.064 -1.168 1.413
H 3.046 -3.678 -0.087
H -3.262 -0.602 -0.717
N -0.557 3.157 -0.780
N 0.120 0.637 -0.266
O 0.558 1.093 1.975
O -1.954 -2.101 0.576
O 1.825 -2.466 -1.385
O 2.407 -3.352 0.518
O -2.400 -0.315 -0.712

---

4.
Here is a single C6H10N2O5S molecule from the Open Molecules 2025 dataset. Energies are from ωB97M-V/def2-TZVPD.

Calculated values
Kohn-Sham gap   0.363 Ha
M   222.22 g/mol
Energy relative to the best compared isomer or geometry (same formula, charge and spin)   7.0 kcal/mol
Highest occupied orbital energy   -9.6 eV
Lowest unoccupied orbital energy   0.25 eV

Geometry (Å):
C 1.237 1.665 0.088
C -1.046 0.946 0.168
C -0.164 2.051 0.224
C 0.645 -0.871 0.106
C -2.560 1.126 0.286
C 0.784 -1.851 -1.116
N 1.449 0.281 -0.188
N 0.827 -1.430 1.433
O 3.573 -1.429 -0.229
O 2.145 2.500 0.116
O -0.732 -0.320 0.034
O 3.896 0.889 -0.969
O 3.537 0.469 1.385
S 3.208 -0.049 0.068
H -0.467 3.022 0.439
H -3.142 0.457 -0.373
H -2.663 2.227 0.013
H -3.068 0.933 1.198
H -0.097 -2.455 -1.013
H 1.711 -2.401 -0.996
H 1.008 -1.309 -2.004
H 1.374 -0.826 2.143
H 1.592 -2.112 1.219
H 3.376 1.779 -0.642

---

5.
Here is a single C6H10N2S molecule from the Open Molecules 2025 dataset. Energies are from ωB97M-V/def2-TZVPD.

Calculated values
Kohn-Sham gap (alpha / beta)   0.291 / 0.291 Ha
M   142.23 g/mol
Energy relative to the best compared isomer or geometry (same formula, charge and spin)   131.8 kcal/mol
Highest occupied orbital energy (alpha / beta)   -7.4 / -7.4 eV
Lowest unoccupied orbital energy (alpha / beta)   0.52 / 0.52 eV

Geometry (Å):
C -1.158 -0.588 2.190
C -1.124 0.639 1.614
C -0.202 -0.499 -0.429
C 0.563 -0.143 -1.652
C 0.646 -2.755 0.010
C -0.610 3.286 1.296
N -0.602 -1.636 1.591
N -0.116 -1.511 0.326
S -1.910 2.013 1.165
H -1.554 -0.767 3.082
H 0.143 0.770 -1.975
H 1.731 -0.043 -1.532
H 0.397 -0.910 -2.440
H 0.719 -3.207 0.965
H 0.350 -3.208 -0.884
H 1.677 -2.347 -0.290
H -0.964 4.366 1.121
H 0.305 3.092 0.715
H -0.318 3.265 2.269

---

6.
Here is a single C6H10N2S molecule from the Open Molecules 2025 dataset. Energies are from ωB97M-V/def2-TZVPD.

Calculated values
Kohn-Sham gap (alpha / beta)   0.205 / 0.259 Ha
2S+1   3
M   142.23 g/mol
Energy relative to the best compared isomer or geometry (same formula, charge and spin)   18.0 kcal/mol
Highest occupied orbital energy (alpha / beta)   -4.9 / -8.9 eV
Lowest unoccupied orbital energy (alpha / beta)   0.69 / -1.87 eV

Geometry (Å):
C -1.287 1.797 0.427
C -0.101 2.369 0.204
C -0.151 -0.366 0.743
C 0.941 0.343 -0.136
C -0.206 -1.848 0.305
C 1.971 -0.459 -0.787
N -1.366 0.410 0.482
N 0.997 1.597 -0.219
S -2.734 -0.296 -0.165
H -2.115 2.365 0.615
H 0.184 3.367 0.300
H -0.057 -0.297 1.796
H -0.242 -2.058 -0.718
H -1.102 -2.267 0.723
H 0.711 -2.266 0.703
H 2.501 -0.976 -0.017
H 2.764 0.230 -1.222
H 1.487 -1.151 -1.554
H -2.195 -0.497 -1.479

---

7.
Here is 2 unconnected molecules or ions with the total composition C6H10N3 from the Open Molecules 2025 dataset. Energies are from ωB97M-V/def2-TZVPD.

Calculated values
Kohn-Sham gap   0.293 Ha
Total charge   +1
M   124.17 g/mol
Energy relative to the best compared isomer or geometry (same formula, charge and spin)   86.5 kcal/mol
Highest occupied orbital energy   -12.1 eV
Lowest unoccupied orbital energy   -4.11 eV

Geometry (Å):
C 1.985 -1.735 0.100
C 2.302 -0.426 0.118
C 0.585 -1.978 0.009
C 0.099 0.371 -0.056
C 1.855 1.943 0.093
C -3.462 0.161 0.194
N -0.261 -0.914 -0.128
N 1.423 0.601 -0.083
N -2.821 -0.923 0.118
H 2.755 -2.396 0.017
H 3.360 -0.106 0.095
H 0.079 -2.902 -0.239
H 1.075 2.651 -0.292
H 2.016 2.285 1.198
H 2.634 2.292 -0.441
H -4.421 0.147 0.442
H -1.653 -0.937 0.004
H -2.924 1.135 0.079
H -3.180 -1.854 0.318

---

8.
Here is a gas-phase ion, C6H10N3OS (charge +1) from the Open Molecules 2025 dataset. Energies are from ωB97M-V/def2-TZVPD.

Calculated values
Kohn-Sham gap (alpha / beta)   0.280 / 0.280 Ha
Total charge   +1
M   172.23 g/mol
Energy relative to the best compared isomer or geometry (same formula, charge and spin)   29.9 kcal/mol
Highest occupied orbital energy (alpha / beta)   -11.2 / -11.2 eV
Lowest unoccupied orbital energy (alpha / beta)   -3.53 / -3.53 eV

Geometry (Å):
C -2.037 1.308 0.035
C -0.647 1.186 0.092
C -0.163 -0.129 0.059
C -2.681 0.124 -0.026
C 2.072 0.377 -0.220
C 1.490 -1.928 0.313
N 1.140 -0.539 0.068
N -3.959 -0.285 0.160
N 3.405 0.073 -0.161
O 0.246 2.251 0.163
S -1.495 -1.196 -0.162
H -2.692 2.119 0.182
H 1.972 1.445 -0.397
H 0.693 -2.481 0.044
H 2.278 -2.086 -0.333
H 1.498 -1.984 1.417
H -4.705 0.032 -0.481
H -4.221 -1.214 0.426
H 4.117 0.685 -0.549
H 3.800 -0.828 -0.375
H -0.110 3.069 -0.253

---

9.
Here is a gas-phase ion, C6H10N3S (charge +1) from the Open Molecules 2025 dataset. Energies are from ωB97M-V/def2-TZVPD.

Calculated values
Kohn-Sham gap   0.364 Ha
Total charge   +1
M   156.23 g/mol
Energy relative to the best compared isomer or geometry (same formula, charge and spin)   0.0 kcal/mol
Highest occupied orbital energy   -13.1 eV
Lowest unoccupied orbital energy   -3.23 eV

Geometry (Å):
C 2.572 1.099 -0.161
C 2.734 -1.251 0.051
C 1.443 0.527 0.324
C -1.570 -0.271 -0.140
C -2.839 -0.348 -0.959
C 0.233 1.231 0.872
N 1.548 -0.842 0.346
N -1.130 -1.324 0.506
N -1.004 0.940 0.175
S 3.823 -0.030 -0.405
H 2.738 2.043 -0.606
H 3.198 -2.210 0.022
H -2.636 -1.050 -1.854
H -2.951 0.602 -1.541
H -3.762 -0.625 -0.449
H 0.139 0.828 1.789
H 0.449 2.276 0.975
H -1.515 -2.226 0.512
H -0.105 -1.210 0.589
H -1.366 1.842 -0.047

---

10.
Here is a gas-phase ion, C6H10N3S (charge +1) from the Open Molecules 2025 dataset. Energies are from ωB97M-V/def2-TZVPD.

Calculated values
Kohn-Sham gap (alpha / beta)   0.206 / 0.231 Ha
Total charge   +1
2S+1   3
M   156.23 g/mol
Energy relative to the best compared isomer or geometry (same formula, charge and spin)   17.2 kcal/mol
Highest occupied orbital energy (alpha / beta)   -8.6 / -13.3 eV
Lowest unoccupied orbital energy (alpha / beta)   -3.02 / -6.99 eV

Geometry (Å):
C 2.523 -0.795 1.202
C 3.369 -0.642 0.183
C 1.404 0.125 -0.366
C -2.489 0.992 1.394
C -2.340 1.010 0.126
C -1.547 -0.015 -0.607
N 1.302 -0.261 0.890
N 2.650 -0.028 -0.837
N -2.216 -0.479 -1.675
S 0.216 0.878 -1.345
H 2.772 -1.067 2.177
H 4.379 -1.163 0.077
H -2.917 1.732 2.012
H -1.764 0.435 1.997
H -3.039 1.516 -0.493
H -1.233 -0.733 0.075
H 2.996 0.177 -1.814
H -2.720 0.125 -2.231
H -1.857 -1.339 -2.168
H 0.512 -0.468 1.401

---

11.
Here is a single C6H10N4 molecule from the Open Molecules 2025 dataset. Energies are from ωB97M-V/def2-TZVPD.

Calculated values
Kohn-Sham gap   0.280 Ha
M   138.17 g/mol
Energy relative to the best compared isomer or geometry (same formula, charge and spin)   101.9 kcal/mol
Highest occupied orbital energy   -7.5 eV
Lowest unoccupied orbital energy   0.12 eV

Geometry (Å):
C -2.624 1.642 0.568
C -1.868 2.517 1.325
C -1.685 0.705 0.112
C 0.529 -0.719 -0.250
C 2.528 -1.729 -0.055
C 1.944 -0.500 -0.760
N -0.529 2.165 1.201
N -0.477 1.065 0.518
N -1.809 -0.410 -0.726
N -0.478 -0.874 -1.122
H -3.714 1.677 0.581
H -2.155 3.184 2.078
H 0.385 -0.974 0.763
H 3.601 -2.029 -0.362
H 1.852 -2.574 -0.183
H 2.562 -1.378 0.952
H 2.098 -0.645 -1.795
H 2.307 0.473 -0.509
H -2.208 -1.234 -0.421
H -0.258 -0.364 -1.917

---

12.
Here is a single C6H10N4O3S molecule from the Open Molecules 2025 dataset. Energies are from ωB97M-V/def2-TZVPD.

Calculated values
Kohn-Sham gap   0.306 Ha
M   218.24 g/mol
Energy relative to the best compared isomer or geometry (same formula, charge and spin)   12.7 kcal/mol
Highest occupied orbital energy   -8.3 eV
Lowest unoccupied orbital energy   0.04 eV

Geometry (Å):
O -1.758 -2.220 0.638
O 0.056 3.033 -0.677
O 0.569 2.606 1.652
N 0.623 -1.166 -1.737
C -0.810 -1.599 0.154
C 0.903 0.011 -1.337
C -0.569 -0.149 0.619
C 0.294 0.621 -0.038
N -2.172 -0.085 2.560
N -1.133 0.381 1.761
N -0.231 -2.009 -1.059
C -0.763 -3.183 -1.730
C 2.520 2.579 0.041
S 0.799 2.254 0.282
H 1.499 0.692 -1.915
H -2.226 -1.098 2.412
H -2.991 0.421 2.225
H -0.630 1.281 2.030
H -1.834 -3.181 -1.984
H -0.495 -4.085 -1.220
H -0.154 -3.067 -2.725
H 3.129 1.864 0.566
H 2.743 2.532 -1.050
H 2.631 3.565 0.532